Entry 1:
Density functional theory data (the ωB97M-V functional and the def2-TZVPD basis) for C31H30AsCl4N4O8S3W as an isolated structure in a non-equilibrium geometry.

Element x y z (Å)
W (0.53575, -0.01221, -0.74267)
As (1.03975, -1.62731, 1.15533)
Cl (3.69415, -5.34281, -4.54917)
Cl (3.08665, -0.01541, -5.23347)
Cl (4.10535, -2.80711, -6.27047)
Cl (2.25035, -5.16011, -1.79797)
S (-1.90905, 2.26149, -1.14437)
S (3.27575, 0.40479, -0.33467)
S (-1.00475, -0.25701, -2.80347)
O (-1.20765, 1.04219, -0.59637)
O (1.81055, -0.26551, -2.45397)
O (-2.71365, 2.87829, -0.11217)
O (-0.98715, 3.16289, -1.78827)
O (-0.81805, -1.08981, -1.52747)
O (1.37215, -2.26421, -1.17297)
O (-0.64555, -1.11031, -3.90337)
O (-0.10565, 0.89429, -2.61187)
N (0.93835, 1.23369, 0.81763)
N (-1.25145, -0.19041, 1.37763)
N (2.64285, 2.36169, -2.09337)
N (1.17545, 2.00519, -0.34247)
C (-1.08575, 0.99259, 2.07803)
C (1.78645, 4.86779, 2.86943)
C (3.29575, -2.68591, -4.75707)
C (-5.09445, 1.51839, -3.50507)
C (0.22725, 3.17109, 2.13703)
C (2.85085, -1.44131, -4.30107)
C (-4.23395, 2.08959, -2.57217)
C (-0.81205, 4.10549, 2.24943)
C (0.51535, -3.62951, 1.06543)
C (1.53355, 3.58219, 2.43903)
C (-2.60835, 0.32769, -2.96587)
C (-2.04545, 1.40119, 3.01813)
C (2.21315, -1.35471, -3.07517)
C (3.76415, -1.28711, 2.47083)
C (0.74695, 5.77669, 3.00163)
C (1.98975, -2.52811, -2.30387)
C (-4.69165, 0.33949, -4.18377)
C (0.02785, 1.79339, 1.70293)
C (2.98805, -2.23671, 1.55723)
C (-3.48115, -0.23821, -3.92277)
C (-2.46465, -0.75351, 1.41773)
C (0.73505, -1.58601, 3.25653)
C (-0.80665, -3.89851, 0.35033)
C (2.45105, -3.74911, -2.75857)
C (-3.26085, 0.74599, 3.09233)
C (-3.50485, -0.30961, 2.20823)
C (2.28005, 1.67149, -0.97117)
C (3.10685, -3.82301, -3.99117)
C (-3.00685, 1.53189, -2.31087)
C (-0.54635, 5.39329, 2.67773)
C (-0.62055, -2.01611, 3.81663)
H (3.48945, -2.29271, 0.58983)
H (3.68015, -0.26731, 2.10153)
H (2.33715, 2.86309, 2.34913)
H (-0.86195, -3.27871, -0.54857)
H (2.97265, -3.24131, 1.99933)
H (-5.34815, -0.08421, -4.93047)
H (4.81575, -1.56381, 2.47363)
H (-0.85925, -4.94161, 0.03953)
H (-0.90675, -2.98521, 3.41293)
H (-3.13465, -1.12061, -4.43777)
H (-1.65715, -3.68491, 0.99583)
H (1.48875, -2.26971, 3.66903)
H (-4.50475, 2.98439, -2.02927)
H (-1.84645, 2.24879, 3.65223)
H (1.32365, -4.07371, 0.47523)
H (-4.01205, 1.06909, 3.79613)
H (-4.47055, -0.78521, 2.15473)
H (-0.55085, -2.10651, 4.90033)
H (-1.80625, 3.82879, 1.93253)
H (-1.39495, -1.29521, 3.59223)
H (-2.58285, -1.61871, 0.77523)
H (-6.05255, 1.96439, -3.72017)
H (2.80005, 5.16439, 3.10813)
H (-1.35085, 6.11449, 2.75463)
H (3.38785, -1.33151, 3.48873)
H (1.86095, 2.85249, -2.51277)
H (0.95075, 6.78169, 3.34813)
H (3.21545, 1.83739, -2.74457)
H (0.96465, -0.56871, 3.57963)
H (0.52045, -4.07261, 2.07293)

## Properties
E_LUMO (alpha / beta): 1.29 / 1.12 eV
Charge: -1
HOMO-LUMO gap (alpha / beta): 4.7 / 4.2 eV
Spin multiplicity: 1
ΔE to the lowest compared entry with this formula, charge and spin: 199.72 kcal per mole

Here are the Mulliken charges for atoms 1 to 6, given in e: W 1.14; As 2.11; Cl -0.25; Cl -0.26; Cl -0.25; Cl -0.26



Entry 2:
Density functional theory data (the ωB97M-V functional and the def2-TZVPD basis) for a 2-piece molecular cluster, C10H22Br2Cl3O2P2 overall.

Element x y z (Å)
Br (1.86213, -2.07962, 2.46791)
Br (1.34773, -4.96558, -0.62026)
Cl (-6.03595, 4.48843, -0.14434)
Cl (-3.66567, 4.81387, 1.50830)
Cl (-4.40965, 2.17821, 0.55038)
P (0.04106, 0.36744, 1.04399)
P (1.22194, -0.78836, -0.52663)
O (2.11235, -1.64123, -1.79522)
O (0.30474, -2.35444, -0.28067)
C (3.74870, -0.53662, 0.97042)
C (2.54979, -1.44383, 0.72432)
C (0.44303, -3.21845, -1.27918)
C (-5.00083, 3.74109, 1.08244)
C (1.30388, -2.59734, -2.38916)
C (-0.64934, 1.98789, -1.41577)
C (-0.50893, 1.89867, 0.10531)
C (-2.41050, -0.81664, -0.06913)
C (-1.56768, -0.56287, 1.17611)
C (3.47465, 0.80863, 1.64083)
H (-1.13724, 2.92849, -1.69095)
H (-1.22555, 1.16971, -1.84758)
H (0.32932, 1.97284, -1.89862)
H (0.19412, 2.67475, 0.42507)
H (0.26149, -0.45915, -1.54159)
H (-3.40533, -1.18986, 0.19645)
H (0.60556, -2.15413, -3.12286)
H (4.21923, -0.38195, -0.00754)
H (1.99022, 0.40002, -0.77123)
H (-2.55062, 0.08754, -0.66716)
H (-1.93416, -1.55675, -0.71285)
H (2.89550, -2.36458, 0.26673)
H (4.41624, 1.27653, 1.94018)
H (-5.60373, 3.59569, 1.96905)
H (-1.45840, 2.16318, 0.58500)
H (-1.28377, -1.51937, 1.62275)
H (-2.15873, -0.02879, 1.92880)
H (2.85673, 0.67158, 2.52948)
H (2.94724, 1.50201, 0.98586)
H (1.91208, -3.34704, -2.89494)
H (4.47273, -1.08433, 1.58110)
H (-0.50437, -3.63566, -1.62479)

## Properties
E_LUMO: 2.22 eV
Charge: -1
HOMO-LUMO gap: 6.2 eV
Spin multiplicity: 1

Here are the Mulliken charges for atoms 1 to 6, given in e: Br -0.16; Br -0.35; Cl -0.14; Cl -0.13; Cl -0.04; P -0.16



Entry 3:
Density functional theory data (the ωB97M-V functional and the def2-TZVPD basis) for C5H8O as an isolated structure in a non-equilibrium geometry.

Element x y z (Å)
O (0.53362, 0.48182, -1.27109)
C (0.78081, -0.34030, -0.13230)
C (-0.59012, -0.38592, -1.61473)
C (-0.37836, -1.14536, -0.33655)
C (-0.45804, -0.24733, 0.90015)
C (0.10154, 1.23124, 1.12667)
H (-1.52316, 0.17400, -1.69742)
H (-0.34544, -0.87730, 1.78787)
H (1.79019, -0.46393, 0.21261)
H (0.09186, 1.25477, 2.20598)
H (-0.39380, -0.97509, -2.51555)
H (-0.25596, -2.20747, -0.18878)
H (-0.51287, 1.97939, 0.65470)
H (1.15975, 1.52150, 0.86845)

## Properties
E_LUMO: 1.08 eV
HOMO-LUMO gap: 8.9 eV
Spin multiplicity: 1
ΔE to the lowest compared entry with this formula, charge and spin: 119.54 kcal per mole

Here are the Mulliken charges for atoms 1 to 6, given in e: O -0.43; C 0.06; C -0.44; C -0.22; C -0.55; C -0.90



Entry 4:
Density functional theory data (the ωB97M-V functional and the def2-TZVPD basis) for C3H4OSm as an isolated structure in a non-equilibrium geometry.

Element x y z (Å)
Sm (3.90995, 0.67400, 0.52495)
O (1.37408, 0.60353, -0.16816)
C (-0.86844, -1.05457, -0.13011)
C (0.28253, 0.37765, 0.34123)
C (-1.08845, 0.35266, -0.10222)
H (-1.40305, 0.90361, -0.99053)
H (-0.90812, -1.59085, -1.07993)
H (-0.81460, -1.65893, 0.77848)
H (-0.48390, 1.39290, 0.82629)

## Properties
E_LUMO (alpha / beta): -9.67 / -9.48 eV
Charge: +2
HOMO-LUMO gap (alpha / beta): 5.3 / 5.7 eV
<S²>: 12.13
Spin multiplicity: 7

Here are the Mulliken charges for atoms 1 to 6, given in e: Sm 1.84; O -0.72; C -0.49; C 0.30; C -0.17; H 0.33



Entry 5:
Density functional theory data (the ωB97M-V functional and the def2-TZVPD basis) for one molecule with the formula C3H8N in a non-equilibrium geometry.

Element x y z (Å)
N (-0.54493, 0.33227, 0.58311)
C (-1.77165, 0.61326, -0.04980)
C (1.59803, -0.75241, 0.44792)
C (0.50972, 0.00800, -0.32564)
H (-2.55287, 0.93280, 0.63130)
H (0.20101, -0.54726, -1.21694)
H (0.93755, 0.96652, -0.65988)
H (-2.21479, -0.19116, -0.65343)
H (2.42254, -1.15214, -0.14118)
H (1.11836, -1.55948, 1.00043)
H (2.04132, -0.07662, 1.18022)
H (-1.74429, 1.42621, -0.79611)

## Properties
E_LUMO (alpha / beta): 1.23 / -0.04 eV
HOMO-LUMO gap (alpha / beta): 10.4 / 9.6 eV
<S²>: 0.75
Spin multiplicity: 2
ΔE to the lowest compared entry with this formula, charge and spin: 0.00 kcal per mole

Here are the Mulliken charges for atoms 1 to 6, given in e: N -0.38; C -0.81; C -1.10; C -0.18; H 0.32; H 0.37



Entry 6:
Density functional theory data (the ωB97M-V functional and the def2-TZVPD basis) for C14H29NO3 as an isolated structure in a non-equilibrium geometry.

Element x y z (Å)
O (-7.18819, -1.54479, -0.12294)
O (4.72349, -2.24415, -0.04261)
O (-7.56548, 0.72883, 0.22991)
N (6.08378, 0.13205, 0.05488)
C (4.66243, 0.20849, 0.49477)
C (-5.30805, -0.05953, -0.48459)
C (-0.77404, 0.44054, -0.41128)
C (0.20408, -0.39067, 0.13874)
C (-2.33251, 0.39158, 0.01772)
C (6.57012, 0.70792, -1.15833)
C (-4.58491, 1.12017, 0.21294)
C (-6.82240, -0.19373, -0.01247)
C (-8.55326, -1.52505, 0.36197)
C (6.75035, 0.88745, 1.36185)
C (1.60871, -0.15781, -0.42222)
C (2.51516, -1.28243, 0.23450)
C (-3.26511, 1.59017, -0.28134)
C (4.05941, -1.17420, -0.30529)
H (4.25067, 1.22650, 0.01716)
H (-5.34850, 2.08975, -0.10354)
H (5.78971, -1.80903, -0.08922)
H (-9.02667, -1.01509, -0.57310)
H (3.97743, -0.82941, -1.56860)
H (7.93297, 0.85736, 0.76894)
H (-3.27586, 1.31864, -1.36318)
H (1.95033, 0.99839, 0.22186)
H (-0.87506, 0.89050, -1.28624)
H (-0.08468, -1.40913, -0.54729)
H (-2.94360, 2.30597, 0.11262)
H (0.13330, -0.60931, 1.44868)
H (-2.43917, -0.73142, -0.17132)
H (-4.75885, -1.10850, 0.05924)
H (6.15205, 1.71658, -1.12443)
H (2.56354, -1.50108, 1.17139)
H (4.55609, -0.01095, 1.51961)
H (2.29180, -2.15640, -0.30729)
H (-8.73065, -1.02313, 1.19683)
H (-0.50863, 1.60770, 0.18172)
H (-5.23365, -0.04971, -1.54582)
H (-8.72361, -2.62677, 0.33633)
H (6.62783, 1.97842, 1.34578)
H (1.63693, -0.05865, -1.37167)
H (6.57885, 0.35945, 2.32943)
H (-2.40524, 0.24735, 1.44394)
H (5.97898, -0.04561, -1.93551)
H (-4.44619, 1.02047, 1.29857)
H (7.59629, 0.73226, -1.33110)

## Properties
E_LUMO: 0.86 eV
HOMO-LUMO gap: 9.7 eV
Spin multiplicity: 1
ΔE to the lowest compared entry with this formula, charge and spin: 347.29 kcal per mole

Here are the Mulliken charges for atoms 1 to 6, given in e: O -0.29; O -0.59; O -0.54; N -0.10; C -0.67; C -0.41